FNO4S | ωB97M-V/def2-TZVPD

The geometry in XYZ format:
```
7
Properties=species:S:1:pos:R:3:forces:R:3:lowdin_charge:R:1
O -0.90937 1.33740 1.13364 -0.6 1.0 0.2 0.15
N 0.00824 0.98860 0.48634 1.5 -2.0 0.2 -0.44
O 1.12452 1.36504 0.28124 -0.6 1.4 0.2 0.11
S -0.03675 -0.76554 -0.20302 -1.1 -0.6 -2.1 0.81
O 1.29127 -1.26079 -0.10302 -0.8 0.3 -0.3 -0.22
O -1.18934 -1.54494 0.14088 1.0 1.2 -0.3 -0.22
F -0.28857 -0.11977 -1.73607 0.4 -1.3 2.2 -0.20
```
Positions in Å, forces in eV/Å.

Properties
HOMO energy (eV): -12.1689
SMILES: O=[N+]([O-])S(=O)(=O)F
Gap between HOMO and LUMO (eV): 10.85
Charge: 0
E_tot (hartree): -853.62035
Molecular weight (Da): 129.07
F_max (eV/A): 2.6

---

C6H10N2O | ωB97M-V/def2-TZVPD

The geometry in XYZ format:
```
19
Properties=species:S:1:pos:R:3:forces:R:3:lowdin_charge:R:1
C 0.88218 1.36260 0.79014 -0.7 -0.1 0.2 0.07
C -1.11344 0.99271 -0.74954 1.7 0.7 -0.6 -0.08
C -0.07600 -1.20232 0.29639 -0.1 -0.3 0.3 -0.11
C -0.52396 -0.37497 -0.84678 -0.7 0.1 0.4 -0.30
C 2.91248 0.65991 -0.46640 0.3 0.1 -0.1 -0.03
C -3.14305 0.08677 0.19162 0.0 -0.3 0.3 -0.04
N 1.53945 0.58705 0.01142 0.0 0.4 0.4 -0.26
N 0.89773 -0.54223 -0.55812 0.4 -0.7 -0.5 -0.04
O -2.30726 1.14089 -0.33163 -1.1 0.0 0.2 -0.12
H 1.47363 2.21004 1.15030 0.2 0.0 -0.2 0.03
H -0.20638 -0.78798 1.28946 0.0 0.1 -0.1 0.10
H -0.07380 -2.28213 0.22793 0.1 -0.1 0.0 0.10
H -0.83084 -0.89074 -1.75608 0.0 0.1 0.0 0.14
H 3.47543 -0.19860 -0.09821 -0.1 0.0 0.0 0.09
H 2.91670 0.64153 -1.55568 0.0 0.0 0.0 0.09
H 3.37869 1.57862 -0.11433 -0.1 0.0 0.0 0.08
H -4.17153 0.34797 -0.05044 0.1 0.0 0.0 0.09
H -3.01782 0.05634 1.27363 0.0 0.0 0.0 0.10
H -2.88500 -0.87810 -0.24051 0.0 0.0 0.0 0.08
```
Positions in Å, forces in eV/Å.

Properties
HOMO energy (eV): -7.1365
Gap between HOMO and LUMO (eV): 8.08
Charge: 0
E_tot (hartree): -419.10683
Molecular weight (Da): 126.16
F_max (eV/A): 2.0

---

C3H3N2O3S | ωB97M-V/def2-TZVPD

The geometry in XYZ format:
```
12
Properties=species:S:1:pos:R:3:forces:R:3:lowdin_charge:R:1
C 1.18233 0.23366 0.34300 1.3 0.0 0.6 -0.18
C 3.65526 0.30208 0.51549 -0.1 1.1 -0.4 -0.02
C -0.17864 -0.11782 -0.05060 -1.2 -1.7 -0.9 -0.18
N 1.75927 1.34374 -0.09455 -2.2 -1.1 0.1 -0.06
N 3.03491 1.26431 0.08914 1.7 -0.4 0.7 -0.07
O 5.02582 -0.49600 -1.41683 0.5 -0.1 0.7 -0.36
O 5.78935 -1.30870 0.80612 -0.6 0.1 -0.5 -0.36
O 6.05765 1.02282 0.25703 -0.3 -0.1 -0.4 -0.35
S 5.34700 -0.20902 -0.02582 0.4 -0.2 0.1 0.35
H -0.50869 0.62830 -0.78634 -0.4 -0.6 -0.3 0.06
H -0.93891 -0.18082 0.73884 0.5 0.5 0.4 0.05
H -0.22900 -1.26704 -0.37478 0.5 2.6 0.0 0.11
```
Positions in Å, forces in eV/Å.

Properties
HOMO energy (alpha / beta) (eV): -4.2900 / -4.5305
Gap between HOMO and LUMO (alpha / beta) (eV): 7.09 / 7.43
Charge: -1
E_tot (hartree): -849.39704
Molecular weight (Da): 147.14
F_max (eV/A): 2.6

---

C5H10BrClSi | ωB97M-V/def2-TZVPD

The geometry in XYZ format:
```
18
Properties=species:S:1:pos:R:3:forces:R:3:lowdin_charge:R:1
C 0.62476 0.90648 -1.01983 1.2 2.0 1.4 -0.35
C -0.81341 0.56750 -0.95584 -3.4 1.5 0.9 -0.32
C -1.11861 0.02522 2.16417 -1.9 -0.9 -1.8 -0.06
C 1.09632 2.16998 -0.23017 -1.0 -0.7 -0.6 -0.52
C 0.13212 -1.99706 0.56250 -0.1 -0.3 -2.8 -0.22
Si -1.27609 -0.71870 0.35969 1.6 0.4 2.2 0.13
Cl -3.09033 -1.57090 -0.03091 -0.1 -0.1 0.0 0.33
Br 0.59360 3.96749 -0.62548 0.1 -0.9 -0.2 0.63
H 1.24586 0.14099 -0.63050 0.7 -0.9 0.4 0.07
H 0.86956 0.97531 -2.02060 0.9 0.5 -2.2 0.08
H -1.28282 1.50885 -0.50899 0.1 -1.1 -0.4 0.08
H -1.37944 0.54379 -1.93445 0.9 -0.5 0.9 0.10
H -0.14306 0.44843 2.28711 0.3 0.3 0.7 -0.03
H -1.88624 -0.08281 2.96557 1.1 0.3 -0.6 0.00
H 1.15583 2.06749 0.84041 0.3 -0.1 0.2 0.01
H -0.03512 -2.91337 1.07518 -0.7 -0.5 0.9 0.01
H 0.31272 -2.38747 -0.48521 0.1 0.4 0.7 0.05
H 1.10044 -1.64346 0.90114 0.0 0.5 0.1 0.03
```
Positions in Å, forces in eV/Å.

Properties
HOMO energy (alpha / beta) (eV): -8.7695 / -8.5421
Gap between HOMO and LUMO (alpha / beta) (eV): 8.48 / 8.22
Charge: 0
E_tot (hartree): -3520.12258
Molecular weight (Da): 213.58
F_max (eV/A): 3.8

---

C2H6P2 | ωB97M-V/def2-TZVPD

The geometry in XYZ format:
```
10
Properties=species:S:1:pos:R:3:forces:R:3:lowdin_charge:R:1
H 0.71597 -2.01295 1.66355 -1.3 -0.4 -1.7 -0.14
P -0.31463 -2.10629 0.49255 0.8 0.8 1.4 0.72
C -0.21943 -0.47570 0.08826 2.5 0.3 1.7 -0.90
C -0.98519 0.30233 -0.91630 -0.4 -2.1 -1.0 -0.24
P 1.41819 0.35963 1.03413 -3.2 -2.7 1.6 0.75
H -1.43764 1.16875 -0.56586 -0.3 1.9 1.0 0.04
H -1.85290 -0.23530 -1.35241 0.6 -0.3 0.2 0.07
H -0.33570 0.53938 -1.73727 0.4 0.4 -0.5 0.06
H 0.95006 1.62088 1.27154 -0.7 1.1 0.4 -0.16
H 2.06126 0.83929 0.02182 1.7 1.0 -3.1 -0.21
```
Positions in Å, forces in eV/Å.

Properties
HOMO energy (eV): -9.2600
SMILES: [H]/P=C(/C)P
Gap between HOMO and LUMO (eV): 9.50
Charge: 0
E_tot (hartree): -762.40354
Molecular weight (Da): 92.02
F_max (eV/A): 4.5

---

C5H8O | ωB97M-V/def2-TZVPD

The geometry in XYZ format:
```
14
Properties=species:S:1:pos:R:3:forces:R:3:lowdin_charge:R:1
C -2.55138 0.07885 0.64292 0.8 -0.6 -4.0 -0.02
C -1.79485 -0.38704 -0.54579 -3.1 1.8 3.1 -0.17
C -0.34924 -0.40708 -0.25126 0.3 -1.5 -0.5 -0.20
C 0.35598 0.73774 -0.20424 -2.7 -2.6 -0.7 -0.24
O 1.64099 0.69544 -0.13420 3.5 -0.9 1.6 -0.13
C 2.23351 -0.57558 0.32258 2.3 0.3 0.2 -0.09
H -3.64425 0.29897 0.51188 1.1 -0.4 0.2 0.03
H -2.11975 0.41222 1.67023 -0.3 -1.1 -2.3 0.08
H -2.23238 -0.58417 -1.74099 1.0 0.5 4.1 0.16
H 0.18277 -1.43040 -0.08223 -1.3 2.1 -0.6 0.11
H -0.09958 1.69049 -0.34850 -0.1 0.7 -0.1 0.13
H 2.05305 -1.48047 -0.36876 0.0 1.6 1.0 0.09
H 3.34190 -0.26184 0.17731 -1.7 -1.0 0.7 0.11
H 2.02619 -0.88962 1.46937 0.1 1.1 -2.8 0.14
```
Positions in Å, forces in eV/Å.

Properties
HOMO energy (eV): -8.3983
SMILES: C=C/C=C/OC
Gap between HOMO and LUMO (eV): 9.36
Charge: 0
E_tot (hartree): -270.39587
Molecular weight (Da): 84.12
F_max (eV/A): 4.7